{
  "formula": "C23H64BrN5O5P",
  "method": "wB97M-V/def2-TZVPD",
  "symbols": ["C", "C", "C", "P", "Br", "H", "H", "H", "H", "H", "H", "H", "H", "H", "C", "C", "C", "O", "C", "N", "H", "H", "H", "H", "H", "H", "H", "H", "H", "H", "H", "C", "C", "C", "O", "C", "N", "H", "H", "H", "H", "H", "H", "H", "H", "H", "H", "H", "C", "C", "C", "O", "C", "N", "H", "H", "H", "H", "H", "H", "H", "H", "H", "H", "H", "C", "C", "C", "O", "C", "N", "H", "H", "H", "H", "H", "H", "H", "H", "H", "H", "H", "C", "C", "C", "O", "C", "N", "H", "H", "H", "H", "H", "H", "H", "H", "H", "H", "H"],
  "coordinates": [[-5.678509, -3.439455, 2.164355], [-5.867354, -2.292749, 0.998817], [-5.763541, -2.858787, -0.537873], [-3.997337, -3.365189, -1.058849], [-7.024313, -4.366071, -0.927607], [-6.539533, -4.257723, 2.174849], [-4.609447, -3.923342, 2.184207], [-5.790697, -2.869324, 3.207120], [-5.154385, -1.388757, 1.232695], [-6.981362, -1.882298, 1.123589], [-6.081588, -1.963750, -1.246829], [-3.975041, -3.414234, -2.527133], [-3.044124, -2.307519, -0.698378], [-3.573189, -4.665918, -0.603033], [0.398559, -1.870336, -0.385739], [0.050577, -0.756158, -1.370436], [0.939844, 0.500667, -1.219014], [0.599504, 1.328843, -0.103289], [1.143581, 0.897197, 1.134717], [-1.375844, -0.427426, -1.234817], [0.041377, -1.665959, 0.626721], [-0.063177, -2.813256, -0.701138], [1.481036, -2.030693, -0.342302], [0.216302, -1.154256, -2.378976], [0.789880, 1.127359, -2.105764], [2.004718, 0.241307, -1.200087], [2.134033, 0.448587, 1.017762], [0.460823, 0.197272, 1.619267], [1.235253, 1.771460, 1.787369], [-1.624352, 0.251483, -1.956004], [-1.484717, 0.098656, -0.362573], [4.563810, 2.056432, 3.550657], [4.215828, 3.170610, 2.565960], [5.105096, 4.427435, 2.717380], [4.764756, 5.255611, 3.833107], [5.308833, 4.823966, 5.071112], [2.789407, 3.499342, 2.701578], [4.206628, 2.260810, 4.563116], [4.102074, 1.113512, 3.235258], [5.646288, 1.896076, 3.594093], [4.381553, 2.772512, 1.557420], [4.955132, 5.054129, 1.830631], [6.169969, 4.168075, 2.736308], [6.299285, 4.375356, 4.954157], [4.626075, 4.124040, 5.555662], [5.400504, 5.698228, 5.723764], [2.540899, 4.178252, 1.980391], [2.680534, 4.025425, 3.573822], [8.881813, 3.321773, -2.094318], [7.673878, 2.487313, -1.673984], [7.068810, 2.918161, -0.316930], [7.814823, 2.481287, 0.822876], [8.922684, 3.306378, 1.149781], [8.053162, 1.067014, -1.669084], [9.787477, 3.062837, -1.540107], [9.102528, 3.161681, -3.156123], [8.687334, 4.390429, -1.954643], [6.900259, 2.632970, -2.437791], [6.084725, 2.444705, -0.222193], [6.896622, 4.000000, -0.277461], [8.726109, 4.362905, 0.947210], [9.810145, 2.971540, 0.610209], [9.126102, 3.191788, 2.219445], [7.220739, 0.507530, -1.477155], [8.641224, 0.912505, -0.844623], [2.139737, -5.719524, -4.981071], [1.208255, -4.906856, -4.084398], [0.898094, -3.495089, -4.635807], [1.956909, -2.549913, -4.456626], [2.977247, -2.619030, -5.441070], [1.781896, -4.844031, -2.732318], [3.181638, -5.397319, -4.910022], [2.114222, -6.777448, -4.694854], [1.830399, -5.653243, -6.029534], [0.258114, -5.452049, -4.028741], [0.048078, -3.093361, -4.072207], [0.583585, -3.532174, -5.685232], [2.583701, -2.878901, -6.427738], [3.744469, -3.332024, -5.134720], [3.451513, -1.634422, -5.506724], [1.113710, -4.379406, -2.115521], [2.570426, -4.191001, -2.766953], [-11.980613, 1.282781, 1.218777], [-11.027984, 1.380080, 2.408375], [-9.622561, 0.800325, 2.122005], [-9.562471, -0.628843, 2.142456], [-9.973365, -1.250203, 0.934120], [-11.650968, 0.734495, 3.572953], [-12.363440, 0.270598, 1.065966], [-12.850608, 1.931118, 1.375443], [-11.488755, 1.607045, 0.295583], [-10.902096, 2.446105, 2.633860], [-8.952030, 1.133376, 2.922646], [-9.206992, 1.193523, 1.186976], [-9.698256, -0.664116, 0.052790], [-11.049456, -1.430445, 0.953678], [-9.478399, -2.224621, 0.869233], [-11.052184, 0.881743, 4.386933], [-11.603899, -0.277432, 3.420597]],
  "atomic_forces_ev_per_a": [[-0.3333, 0.6365, 0.9704], [-1.1247, -0.6257, 0.9566], [-0.2286, 1.8343, 0.3960], [-0.6387, 0.7171, -0.7100], [1.0400, 1.0026, 0.3031], [2.0282, 1.7433, -0.3491], [-2.0893, 0.8055, -0.2272], [0.2960, -1.2205, -2.3219], [-1.1787, -1.8198, -0.8986], [2.4329, -0.8310, -0.4449], [0.8573, -1.9987, 1.2484], [0.0052, -0.0699, 1.4825], [-0.5088, -0.8256, -0.2812], [-0.3572, 0.9403, -0.1642], [0.0592, -0.1950, -0.0299], [0.3280, -0.0138, 0.3241], [-0.3722, 0.3469, 0.0031], [0.2842, -0.5109, -0.6344], [-0.2735, 0.4165, 0.3617], [-0.3872, 0.1591, 0.0647], [0.0705, 0.0901, -0.0952], [0.0259, 0.0768, -0.0066], [-0.1693, 0.0080, 0.0185], [0.0207, 0.1676, 0.0454], [-0.0495, -0.0129, 0.1335], [-0.0553, -0.1326, 0.1139], [-0.0314, -0.0565, -0.0508], [0.1339, -0.2249, 0.0897], [0.0898, -0.1359, -0.2020], [0.0023, -0.1871, 0.0865], [0.1103, -0.1150, -0.2005], [0.1009, -0.2867, -0.0434], [0.0818, 0.1485, 0.4527], [-0.2712, 0.1715, -0.0919], [0.3739, -0.3973, -0.3639], [-0.2651, 0.3247, 0.1221], [0.0350, 0.4058, -0.0259], [0.0204, 0.0801, -0.1289], [0.0289, 0.1738, 0.0376], [-0.1214, 0.0302, -0.0083], [0.0013, 0.1587, 0.0315], [-0.0708, 0.0263, 0.1387], [-0.0081, -0.1246, 0.1263], [-0.0518, -0.0695, -0.0518], [0.1691, -0.1509, 0.1047], [-0.0142, -0.0738, -0.1919], [0.0001, -0.1788, 0.0770], [0.0287, -0.2254, -0.2140], [0.0547, 0.1664, -0.2750], [0.3283, -0.0008, 0.3311], [-0.0296, -0.3530, -0.0133], [-0.3540, 0.4567, -0.3270], [0.0970, -0.3260, 0.2525], [-0.2660, -0.0119, 0.3594], [-0.1549, -0.0179, 0.0064], [-0.0586, -0.0375, 0.2202], [0.0380, -0.1044, 0.0105], [-0.0282, -0.0515, 0.1518], [0.1182, -0.0677, 0.0636], [0.1620, 0.0750, 0.0029], [-0.0040, -0.0281, -0.0973], [0.0834, 0.2268, -0.0296], [-0.1249, -0.0199, -0.1379], [0.1649, 0.0619, -0.1552], [-0.0806, 0.0532, -0.3218], [-0.0460, -0.3010, -0.1323], [0.4317, 0.2397, -0.1060], [0.1203, 0.0464, 0.2921], [-0.5919, -0.3319, -0.2445], [0.2885, 0.2674, 0.2024], [-0.1951, 0.4141, 0.0063], [-0.1551, 0.0495, 0.0357], [0.0049, 0.2357, 0.0101], [0.0574, 0.0114, 0.1055], [-0.0007, 0.1321, 0.0306], [0.0912, 0.0688, 0.0656], [0.1443, -0.0455, -0.0628], [-0.0207, -0.0782, 0.0645], [0.0285, -0.0722, -0.2220], [-0.1687, -0.1170, 0.0510], [0.1265, -0.1761, -0.0459], [-0.1482, -0.3008, 0.0010], [-0.1663, 0.2315, -0.1487], [-0.0684, -0.4347, -0.1164], [-0.0684, 0.1268, 0.4196], [0.2406, 0.3491, -0.4106], [-0.0354, -0.2347, 0.3736], [0.4909, -0.1564, 0.0184], [0.0940, 0.0654, 0.0770], [0.1847, -0.1607, 0.0345], [-0.0475, -0.0460, 0.0691], [0.1120, -0.1408, 0.0401], [-0.0823, -0.1575, -0.0211], [-0.1022, -0.0780, -0.1405], [-0.0850, 0.0981, 0.0071], [-0.0014, 0.0299, -0.2666], [-0.0067, 0.0780, 0.0766], [-0.2372, 0.0726, -0.0827], [-0.1583, 0.3123, 0.0261]],
  "mulliken_charge": [-0.94, -0.21, -0.27, 0.07, -0.03, 0.30, 0.29, 0.31, 0.35, -0.04, 0.43, 0.22, 0.20, 0.23, -1.36, 0.69, -0.83, -0.43, -0.62, -0.54, 0.34, 0.11, 0.38, 0.11, 0.38, 0.45, 0.27, 0.22, 0.26, 0.28, 0.31, -1.46, 0.71, -0.57, -0.44, -0.64, -0.56, 0.33, 0.29, 0.35, 0.00, 0.33, 0.34, 0.28, 0.23, 0.26, 0.28, 0.29, -1.41, 0.21, -0.34, -0.38, -0.76, -0.73, 0.29, 0.35, 0.34, 0.44, 0.08, 0.43, 0.34, 0.29, 0.25, 0.27, 0.33, -1.46, 0.35, -0.57, -0.31, -0.73, -0.67, 0.29, 0.37, 0.35, 0.36, 0.23, 0.44, 0.33, 0.25, 0.23, 0.18, 0.37, -1.35, 0.32, -0.68, -0.41, -0.66, -0.73, 0.27, 0.34, 0.34, 0.42, 0.33, 0.40, 0.31, 0.29, 0.21, 0.27, 0.33],
  "spin_multiplicity": 1,
  "homo_lumo_gap_ev": 7.065,
  "homo_energy_ha": -0.3895,
  "total_charge": 1,
  "e_tot_ev": -121896.6201
}